1.
Formula: C50H44BrCl2MgN3O7S2
Source: the OMol25 dataset
Level of theory: ωB97M-V/def2-TZVPD

E_tot   -193575.6831 eV
HOMO level   -8.6 eV
Net charge   0
LUMO energy   -0.25 eV

The geometry in XYZ format:
```
110
Properties=species:S:1:pos:R:3:lowdin_charge:R:1
Mg 0.0222 0.2375 -0.7670 0.56
C -4.7568 -2.5551 7.6180 -0.05
C -3.8763 -2.2544 6.4382 -0.27
C -3.0896 -3.2458 5.8573 -0.03
C -2.2805 -2.9672 4.7678 -0.06
C -2.2552 -1.6835 4.2548 -0.35
C -3.0524 -0.6871 4.7974 -0.08
C -3.8569 -0.9757 5.8865 -0.04
S -1.1674 -1.2689 2.8644 1.02
O -1.0085 -2.5065 2.0706 -0.49
C 0.3178 -1.1746 3.8990 -0.29
C 1.1356 -2.3113 3.9890 -0.05
C 2.3240 -2.2443 4.6552 -0.01
C 2.7793 -1.0214 5.1986 -0.15
C 4.0613 -0.9021 5.7855 -0.03
C 4.5219 0.3095 6.2144 -0.08
C 3.7185 1.4594 6.0886 -0.07
C 2.4605 1.3742 5.5629 -0.01
C 1.9543 0.1314 5.1072 -0.11
C 0.6784 0.0226 4.4817 -0.17
C -0.2115 1.2256 4.4481 -0.16
C -0.8528 1.5976 5.6670 -0.13
C -0.7600 0.8028 6.8342 -0.01
C -1.3904 1.1809 7.9862 -0.06
C -2.0926 2.4002 8.0453 -0.07
C -2.2076 3.1818 6.9313 -0.03
C -1.6230 2.7861 5.7060 -0.16
C -1.7862 3.5403 4.5241 -0.01
C -1.2157 3.1492 3.3510 -0.05
C -0.3990 2.0025 3.3029 -0.25
S 0.5012 1.4790 1.7998 1.05
O -0.5036 1.5388 0.6858 -0.49
C 1.5190 2.9509 1.6646 -0.35
C 2.8566 2.8014 2.0008 -0.07
C 3.7204 3.8750 1.8708 -0.03
C 3.2538 5.1063 1.4168 -0.26
C 4.1987 6.2650 1.2671 -0.04
C 1.9061 5.2388 1.0970 -0.02
C 1.0419 4.1646 1.2049 -0.07
H -4.5678 -3.5542 8.0057 0.07
H -5.8068 -2.4911 7.3284 0.08
H -4.5920 -1.8369 8.4214 0.08
H -3.1067 -4.2492 6.2641 0.11
H -1.6765 -3.7380 4.3046 0.11
H -3.0427 0.3055 4.3628 0.11
H -4.4801 -0.1964 6.3084 0.12
H 0.8142 -3.2190 3.4923 0.12
H 2.9499 -3.1230 4.7445 0.12
H 4.6802 -1.7865 5.8715 0.11
H 5.5105 0.3960 6.6452 0.10
H 4.1091 2.4207 6.3950 0.11
H 1.8539 2.2634 5.4515 0.12
H -0.1849 -0.1131 6.7991 0.13
H -1.3346 0.5509 8.8642 0.11
H -2.5422 2.7097 8.9796 0.10
H -2.7492 4.1190 6.9687 0.11
H -2.3746 4.4485 4.5667 0.12
H -1.3801 3.7261 2.4516 0.11
H 3.2195 1.8463 2.3642 0.11
H 4.7709 3.7576 2.1078 0.12
H 4.7870 6.3982 2.1752 0.08
H 3.6585 7.1867 1.0598 0.08
H 4.8944 6.0825 0.4466 0.09
H 1.5292 6.1888 0.7401 0.12
H 0.0039 4.2660 0.9201 0.10
O -1.9330 -0.4718 -0.7794 -0.13
C -2.9334 -0.4937 -1.7930 -0.20
C -2.4471 -0.9615 -3.1657 -0.15
C -1.2256 -0.1886 -3.7010 -0.12
C -1.3203 1.2862 -3.4513 -0.26
C -1.7325 2.1939 -4.4190 -0.01
C -1.7992 3.5418 -4.0991 -0.06
C -1.4593 3.9415 -2.8186 -0.04
C -1.0697 2.9735 -1.9059 -0.10
N -1.0000 1.6806 -2.2111 0.08
H -1.6534 -1.3834 -0.5696 0.07
H -3.3000 0.5310 -1.8662 0.12
H -3.7598 -1.1371 -1.4748 0.13
H -3.2866 -0.8725 -3.8601 0.12
H -2.1697 -2.0139 -3.1033 0.06
H -1.0998 -0.3992 -4.7629 0.12
H -0.3462 -0.5388 -3.1650 0.08
H -1.9917 1.8500 -5.4116 0.11
H -2.1125 4.2664 -4.8400 0.11
H -1.4809 4.9834 -2.5321 0.11
H -0.7970 3.2244 -0.8948 0.09
N 2.1064 -0.4962 0.6683 0.04
H 2.7130 -0.1415 -0.0652 0.04
H 1.9896 -1.4958 0.4699 0.01
H 2.6060 -0.4309 1.5490 0.03
Br 4.8436 -0.9781 -5.3685 0.72
C 4.4167 0.6690 -4.5281 -0.66
C 5.0844 1.8278 -4.8948 -0.20
N 4.8186 3.0024 -4.3377 0.07
C 3.8712 3.0589 -3.4074 -0.08
C 3.1477 1.9502 -2.9870 -0.09
C 3.4345 0.7163 -3.5576 -0.05
C 2.0496 2.0692 -1.9472 -0.56
O 1.7566 3.1834 -1.5195 0.05
O 1.5199 0.9566 -1.6132 -0.11
H 5.8527 1.8151 -5.6587 0.10
H 3.6687 4.0297 -2.9725 0.12
H 2.8876 -0.1613 -3.2404 0.12
Cl 0.1223 -3.6626 -3.6415 0.62
C 0.1035 -3.9562 -1.8915 -0.96
Cl -1.5705 -4.1222 -1.3200 0.63
C 0.7926 -2.7939 -1.1144 -0.73
O 1.6615 -3.1593 -0.3252 0.03
O 0.3807 -1.6344 -1.3875 -0.12
H 0.6202 -4.8886 -1.6963 0.06
```

2.
Formula: C50H44BrCl2MgN3O7S2
Source: the OMol25 dataset
Level of theory: ωB97M-V/def2-TZVPD

E_tot   -193576.4835 eV
HOMO level   -8.8 eV
Net charge   0
LUMO energy   -0.33 eV

The geometry in XYZ format:
```
110
Properties=species:S:1:pos:R:3:lowdin_charge:R:1
Mg -0.3971 0.0613 -0.8430 0.56
C -6.0534 2.5896 5.1405 -0.05
C -4.8764 2.1479 4.3107 -0.26
C -3.9615 1.2251 4.8053 -0.03
C -2.8453 0.8609 4.0640 -0.07
C -2.6389 1.4405 2.8235 -0.35
C -3.5553 2.3351 2.2891 -0.05
C -4.6672 2.6816 3.0366 -0.02
S -1.1764 0.9925 1.8803 1.08
O -1.6233 1.1477 0.4411 -0.52
C -0.2722 2.5158 2.2852 -0.28
C -0.5492 3.6361 1.4710 -0.09
C 0.1682 4.7787 1.6162 0.00
C 1.1875 4.8743 2.5920 -0.15
C 1.9913 6.0334 2.7083 -0.03
C 2.9842 6.1003 3.6423 -0.07
C 3.1822 5.0315 4.5420 -0.06
C 2.4018 3.9133 4.4731 -0.01
C 1.4139 3.7839 3.4671 -0.11
C 0.6752 2.5712 3.2938 -0.14
C 0.8736 1.4443 4.2714 -0.15
C 0.2388 1.5696 5.5473 -0.12
C -0.5222 2.7182 5.8932 -0.02
C -1.1582 2.7991 7.0975 -0.07
C -1.0660 1.7397 8.0276 -0.08
C -0.3379 0.6261 7.7269 -0.03
C 0.3294 0.5065 6.4815 -0.16
C 1.0531 -0.6582 6.1363 -0.01
C 1.6541 -0.7658 4.9180 -0.06
C 1.5762 0.2918 3.9907 -0.30
S 2.3927 -0.0273 2.3972 1.00
O 3.0381 -1.3613 2.5445 -0.49
C 3.7483 1.1526 2.5287 -0.36
C 4.0832 1.9176 1.4248 -0.06
C 5.2157 2.7229 1.4728 -0.02
C 6.0281 2.7467 2.5997 -0.27
C 7.2802 3.5847 2.6371 -0.05
C 5.6902 1.9379 3.6876 -0.03
C 4.5594 1.1442 3.6578 -0.06
H -6.2965 1.8544 5.9071 0.08
H -6.9339 2.7594 4.5204 0.08
H -5.8200 3.5317 5.6434 0.09
H -4.1218 0.7790 5.7813 0.12
H -2.1458 0.1231 4.4447 0.12
H -3.4102 2.7275 1.2895 0.12
H -5.3920 3.3742 2.6224 0.12
H -1.3153 3.5531 0.7090 0.09
H -0.0290 5.6304 0.9744 0.12
H 1.8040 6.8660 2.0386 0.12
H 3.6221 6.9749 3.6982 0.11
H 3.9650 5.0988 5.2886 0.11
H 2.5392 3.1048 5.1797 0.12
H -0.6035 3.5293 5.1795 0.12
H -1.7468 3.6754 7.3399 0.11
H -1.5764 1.8175 8.9797 0.10
H -0.2616 -0.1917 8.4361 0.11
H 1.1246 -1.4679 6.8545 0.12
H 2.2159 -1.6462 4.6253 0.11
H 3.5006 1.8499 0.5102 0.09
H 5.4788 3.3230 0.6089 0.12
H 7.2737 4.3378 1.8497 0.08
H 8.1609 2.9533 2.4992 0.09
H 7.3879 4.0864 3.6010 0.08
H 6.3302 1.9317 4.5641 0.12
H 4.3145 0.5054 4.4995 0.12
O -2.0376 -1.0370 -1.6292 -0.13
C -2.8173 -2.2159 -1.5035 -0.21
C -3.7868 -2.1857 -0.3216 -0.14
C -3.1332 -1.5915 0.9393 -0.14
C -1.8269 -2.2940 1.2225 -0.28
C -1.8382 -3.4647 1.9703 -0.02
C -0.6819 -4.2203 2.0896 -0.05
C 0.4540 -3.7985 1.4255 -0.04
C 0.4007 -2.6092 0.7175 -0.10
N -0.6982 -1.8412 0.6366 0.08
H -2.5814 -0.2903 -2.0086 0.07
H -2.1207 -3.0454 -1.3794 0.12
H -3.3731 -2.3914 -2.4249 0.13
H -4.1252 -3.2073 -0.1301 0.12
H -4.6614 -1.5810 -0.5771 0.12
H -3.8052 -1.6947 1.7919 0.12
H -2.9677 -0.5397 0.7467 0.07
H -2.7631 -3.7862 2.4329 0.12
H -0.6821 -5.1348 2.6705 0.11
H 1.3749 -4.3668 1.4504 0.11
H 1.2681 -2.2542 0.1804 0.10
N 0.8868 1.8448 -0.4591 0.07
H 1.3371 2.1976 0.3757 0.02
H 0.4118 2.6283 -0.8972 0.01
H 1.6423 1.5687 -1.0963 0.03
Br 1.3439 -5.1618 -4.7634 0.72
C 2.4391 -3.7233 -4.1931 -0.67
C 3.7541 -3.6519 -4.6216 -0.19
N 4.5742 -2.6745 -4.2376 0.07
C 4.0946 -1.7406 -3.4167 -0.07
C 2.7840 -1.7299 -2.9571 -0.10
C 1.9335 -2.7502 -3.3555 -0.05
C 2.2867 -0.6237 -2.0578 -0.56
O 3.0142 0.3643 -1.8995 0.02
O 1.1394 -0.8343 -1.5306 -0.11
H 4.1637 -4.4028 -5.2882 0.10
H 4.7766 -0.9622 -3.0979 0.12
H 0.9084 -2.7566 -3.0104 0.12
Cl -2.9754 3.4869 -4.5432 0.61
C -1.6056 3.0072 -3.5456 -0.97
Cl -1.3136 4.2347 -2.2698 0.60
C -1.8028 1.6406 -2.8458 -0.72
O -2.9518 1.2203 -2.6612 0.00
O -0.7113 1.0804 -2.5150 -0.07
H -0.7174 2.9875 -4.1592 0.06
```

3.
Formula: C50H45BCrN10O2
Source: the OMol25 dataset
Level of theory: ωB97M-V/def2-TZVPD

E_tot   -100676.6159 eV
HOMO level (spin up / spin down)   -8.9 / -9.0 eV
Net charge   +1
2S+1   4
LUMO energy (spin up / spin down)   -2.59 / -2.81 eV

The geometry in XYZ format:
```
109
Properties=species:S:1:pos:R:3:mulliken_spin:R:1
Cr -0.4424 -0.0375 -0.2045 2.99
C -4.6444 -0.9463 -0.0024 -0.01
C -3.2630 -1.1455 -0.0046 0.06
N -2.3991 -0.1785 0.2565 -0.08
C -2.8783 1.0336 0.5970 -0.01
C -4.2524 1.3620 0.5365 -0.01
C -5.1448 0.3088 0.2463 0.02
C -4.6163 2.7123 0.6976 0.02
C -3.6349 3.6586 0.8698 -0.01
C -2.2913 3.3112 1.0472 0.01
C -1.8904 1.9799 0.9932 0.00
N -0.6499 1.4289 1.1994 -0.04
C 0.1898 1.9283 2.1423 0.01
C -0.1325 2.9109 3.0775 0.02
C 0.8307 3.4563 3.9240 -0.01
C 2.1371 3.0414 3.8832 0.02
C 2.4797 1.9321 3.0873 -0.01
C 3.7392 1.3022 3.1414 0.00
C 3.9329 0.1263 2.4678 0.00
C 2.8799 -0.3919 1.7066 0.03
N 1.7250 0.2094 1.5723 -0.01
C 1.4975 1.3454 2.2436 0.01
H -5.2997 -1.7750 -0.2208 0.00
H -2.8487 -2.1172 -0.2316 -0.01
H -6.2062 0.4943 0.2132 0.00
H -5.6549 2.9900 0.6156 0.00
H -3.9028 4.7059 0.8872 0.00
H -1.5552 4.0886 1.1807 0.00
H -1.1506 3.2551 3.1603 0.00
H 0.5384 4.2376 4.6108 0.00
H 2.8974 3.5082 4.4908 0.00
H 4.5214 1.7300 3.7514 0.00
H 4.8669 -0.4072 2.5281 0.00
H 2.9937 -1.3385 1.1961 0.00
C 3.8366 -2.9792 -1.7852 0.00
C 3.1447 -1.6807 -1.5830 0.01
C 3.6550 -0.4079 -1.7224 0.00
C 2.6103 0.4617 -1.3708 0.05
N 1.5395 -0.2655 -1.0222 -0.07
N 1.8634 -1.5567 -1.1818 0.01
B 0.8511 -2.6957 -0.9993 0.00
N -0.3738 -2.4133 -1.8855 0.02
N -1.0153 -1.2378 -1.8696 -0.10
C -2.0019 -1.2911 -2.7887 0.05
C -1.9730 -2.5660 -3.3802 0.00
C -0.9324 -3.2439 -2.7859 0.02
C -0.4988 -4.6368 -3.0579 0.00
C -2.9649 -0.2566 -3.1898 -0.01
C -3.1119 0.9848 -2.5706 0.03
C -4.0613 1.9013 -2.9910 0.00
C -4.8974 1.6155 -4.0554 0.00
C -4.7484 0.4045 -4.7087 0.00
C -3.8097 -0.5132 -4.2796 0.00
N 0.4052 -2.7080 0.4650 0.01
N -0.2302 -1.6470 0.9893 -0.08
C -0.3895 -1.8797 2.2949 0.04
C 0.1627 -3.1259 2.6087 0.01
C 0.6571 -3.6250 1.4171 0.02
C 1.3456 -4.9188 1.1740 0.00
C -1.0463 -1.0146 3.2835 0.02
C -2.4247 -0.8341 3.2863 0.00
C -3.0376 -0.1353 4.3125 0.00
C -2.2880 0.3607 5.3662 0.00
C -0.9139 0.1867 5.3715 0.00
C -0.2983 -0.4926 4.3357 0.00
C 2.7101 1.9157 -1.4651 0.00
C 3.6188 2.4552 -2.3811 0.00
C 3.8011 3.8204 -2.4925 0.00
C 3.0634 4.6842 -1.6975 0.00
C 2.1406 4.1650 -0.8041 0.00
C 1.9694 2.7978 -0.6819 -0.02
H 4.8842 -2.8095 -2.0159 0.00
H 3.7693 -3.5922 -0.8892 0.00
H 3.3922 -3.5407 -2.6033 0.00
H 4.6523 -0.1438 -2.0051 0.00
H 1.3380 -3.7224 -1.3019 0.00
H -2.6273 -2.9703 -4.1234 0.00
H -1.1597 -5.0743 -3.8012 0.00
H 0.5168 -4.6589 -3.4478 0.00
H -0.5385 -5.2431 -2.1547 0.00
H -2.4931 1.2507 -1.7339 0.00
H -4.1499 2.8469 -2.4750 0.00
H -5.6523 2.3192 -4.3722 0.00
H -5.3767 0.1656 -5.5539 0.00
H -3.7535 -1.4504 -4.8043 0.00
H 0.1751 -3.6010 3.5689 0.00
H 1.3485 -5.5108 2.0846 0.00
H 0.8533 -5.4901 0.3889 0.00
H 2.3791 -4.7505 0.8770 0.00
H -3.0253 -1.2848 2.5106 0.00
H -4.1092 0.0006 4.2983 0.00
H -2.7778 0.8649 6.1869 0.00
H -0.3191 0.5658 6.1907 0.00
H 0.7707 -0.6388 4.3464 0.00
H 4.1840 1.7984 -3.0225 0.00
H 4.5193 4.2125 -3.1997 0.00
H 3.2070 5.7517 -1.7728 0.00
H 1.5502 4.8324 -0.1928 0.00
H 1.2585 2.4131 0.0259 0.03
N 0.1493 2.2141 -5.0452 0.00
C -0.0576 2.7291 -3.7017 0.00
C -0.0276 1.5352 -2.7596 -0.01
O 0.4765 0.4502 -3.3061 0.01
O -0.4421 1.5724 -1.6163 -0.07
H -0.7206 1.8746 -5.4418 0.00
H 0.6912 0.6816 -4.2483 0.00
H 0.5297 2.9103 -5.6704 0.00
H -0.9899 3.2845 -3.5560 0.00
H 0.7803 3.3766 -3.4285 0.00
```